[1]
Here is C27H30NOSc as an isolated structure from the OMol25 dataset. Energies are from ωB97M-V with the def2-TZVPD basis set.

The highest occupied orbital energy comes out at -6.96 eV. Its total energy is -1937.4700 Ha. The net charge is 0. As for the spin multiplicity: 1.

Element x y z (Å)
C 1.142 2.582 -0.577
C 1.326 2.090 0.752
C 2.083 0.877 0.671
H 1.020 2.597 1.667
C 2.361 0.628 -0.712
C 1.775 1.672 -1.479
H 1.827 1.771 -2.564
H 0.682 3.528 -0.851
H 2.446 0.284 1.511
H 2.981 -0.175 -1.105
C -1.163 -0.713 1.604
C -1.184 0.689 1.876
C -2.082 1.306 0.952
H -0.672 1.191 2.696
C -2.614 0.281 0.108
C -2.038 -0.961 0.499
H -2.285 -1.939 0.082
H -0.644 -1.472 2.190
H -2.389 2.350 0.964
H -3.360 0.418 -0.676
Sc -0.136 0.431 -0.365
O 0.545 -1.506 -0.903
C 1.236 -2.418 -0.104
C 1.789 -3.241 -1.196
H 2.068 -1.951 0.447
H 0.615 -2.997 0.592
H 2.537 -2.754 -1.831
H 2.839 -4.742 -3.098
C 1.979 -5.220 -2.618
C 1.305 -4.488 -1.585
C 0.168 -5.120 -0.961
H -0.381 -4.561 -0.199
C -0.201 -6.407 -1.316
H -1.041 -6.880 -0.803
C 0.485 -7.100 -2.324
H 0.175 -8.106 -2.601
C 1.570 -6.491 -2.978
H 2.096 -7.023 -3.771
C -3.236 5.738 -1.133
N -3.149 4.359 -1.555
C -4.212 3.527 -1.052
C -1.810 3.784 -1.562
C -1.728 2.628 -2.532
C -2.307 2.851 -3.799
C -2.319 1.842 -4.763
C -1.740 0.607 -4.469
C -1.149 0.393 -3.199
C -1.155 1.396 -2.253
H -4.274 6.075 -1.250
H -2.580 6.349 -1.765
H -2.938 5.883 -0.078
H -4.238 2.562 -1.571
H -4.127 3.339 0.035
H -5.160 4.053 -1.225
H -1.135 4.596 -1.888
H -1.494 3.485 -0.543
H -2.773 3.823 -3.980
H -2.779 2.030 -5.735
H -1.734 -0.195 -5.208
H -0.689 -0.582 -2.990

[2]
Here is C36H29MoNO7S as an isolated structure from the OMol25 dataset. Energies are from ωB97M-V with the def2-TZVPD basis set.

The highest occupied orbital energy (alpha / beta) comes out at -7.92 / -7.92 eV. Its total energy is -2437.1878 Ha. The net charge is 0. As for the spin multiplicity: 3. Its expectation value of S² is 2.014.

Element x y z (Å)
Mo -0.854 1.468 -0.036
O 0.502 3.227 -0.589
C 0.193 4.517 -0.027
C -1.308 4.418 0.323
O -1.967 5.391 0.568
O -1.766 3.183 0.374
C 0.974 4.728 1.278
C 0.589 5.726 2.172
C 1.305 5.940 3.337
C 2.412 5.158 3.636
C 2.787 4.151 2.764
C 2.072 3.936 1.594
C 0.468 5.582 -1.080
C 1.024 5.232 -2.305
C 1.300 6.201 -3.261
C 1.014 7.531 -3.008
C 0.444 7.885 -1.794
C 0.173 6.922 -0.836
H 1.455 3.097 -0.677
H -0.296 6.313 1.980
H 0.985 6.715 4.022
H 2.966 5.322 4.551
H 3.629 3.511 2.993
H 2.381 3.109 0.969
H 1.228 4.198 -2.550
H 1.733 5.905 -4.208
H 1.226 8.286 -3.753
H 0.202 8.919 -1.588
H -0.292 7.217 0.090
O 2.214 -0.107 2.146
C 1.627 0.015 1.103
O 0.756 1.003 0.936
C 1.898 -0.871 -0.070
C 2.817 -1.895 0.152
C 3.214 -2.740 -0.867
C 2.699 -2.558 -2.141
C 1.780 -1.551 -2.379
C 1.360 -0.710 -1.350
S 0.087 0.430 -1.856
H 3.216 -1.996 1.152
H 3.929 -3.529 -0.672
H 3.005 -3.205 -2.953
H 1.364 -1.417 -3.368
C -0.257 -6.995 -2.180
C -1.463 -6.567 -1.387
C -2.439 -7.504 -1.065
C -3.566 -7.147 -0.343
C -3.712 -5.843 0.093
C -2.741 -4.896 -0.212
N -2.930 -3.566 0.250
C -2.107 -2.941 1.146
C -1.212 -3.684 1.937
C -0.432 -3.073 2.893
C -0.511 -1.698 3.118
C -1.356 -0.955 2.324
C -2.131 -1.539 1.316
C -2.969 -0.707 0.427
O -3.960 -1.109 -0.135
O -2.528 0.537 0.177
C -1.618 -5.237 -0.975
C -0.609 -4.189 -1.352
H -0.299 -8.062 -2.393
H 0.669 -6.793 -1.639
H -0.196 -6.468 -3.135
H -2.313 -8.529 -1.394
H -4.318 -7.888 -0.106
H -4.566 -5.541 0.684
H -3.644 -2.988 -0.172
H -1.166 -4.756 1.800
H 0.237 -3.679 3.492
H 0.079 -1.222 3.886
H -1.454 0.108 2.517
H 0.158 -4.067 -0.581
H -1.089 -3.217 -1.480
H -0.103 -4.443 -2.280

[3]
Here is C35H53CaNOP2Sb as an isolated structure from the OMol25 dataset. Energies are from ωB97M-V with the def2-TZVPD basis set.

The highest occupied orbital energy comes out at -7.71 eV. Its total energy is -3095.6191 Ha. The net charge is +1. As for the spin multiplicity: 1.

Element x y z (Å)
Ca -1.291 -0.408 -0.757
P 0.358 -2.857 -2.577
P -0.243 2.354 -1.440
N 0.593 -0.403 -3.666
C 0.259 -2.729 -4.374
H 1.093 -3.275 -4.806
H -0.699 -3.188 -4.712
C 0.540 -1.288 -4.919
H 1.450 -1.153 -5.591
H -0.396 -0.892 -5.329
C 0.978 1.073 -3.774
H 1.037 1.224 -4.862
H 1.908 1.222 -3.185
C -0.183 1.999 -3.247
H -1.237 1.785 -3.573
H 0.028 2.931 -3.771
C 1.394 3.263 -1.241
C 1.959 3.128 0.177
H 2.934 3.633 0.227
H 2.113 2.078 0.455
H 1.303 3.591 0.928
C -1.587 3.640 -1.218
C -1.574 4.241 0.196
H -2.463 4.875 0.325
H -0.692 4.879 0.357
H -1.593 3.483 0.992
C -1.262 -3.237 -1.865
C -1.249 -3.310 -0.329
H -2.284 -3.260 0.033
H -0.653 -2.521 0.195
H -0.829 -4.270 -0.003
C 1.750 -3.808 -1.906
C 2.050 -3.426 -0.450
H 3.084 -3.719 -0.226
H 1.388 -3.941 0.262
H 1.977 -2.344 -0.274
C 0.642 -1.091 -2.364
O 1.076 -0.388 -1.411
C -1.694 4.714 -2.297
H -0.964 5.521 -2.176
H -1.605 4.302 -3.307
H -2.693 5.163 -2.211
C -1.831 -4.506 -2.500
H -2.800 -4.704 -2.029
H -2.004 -4.384 -3.575
H -1.177 -5.371 -2.340
C 1.573 -5.321 -2.106
H 2.497 -5.828 -1.800
H 0.756 -5.723 -1.492
H 1.389 -5.583 -3.156
C 1.428 4.723 -1.687
H 0.869 5.369 -0.999
H 2.473 5.067 -1.664
H 1.061 4.885 -2.707
H 2.043 2.686 -1.916
H 2.604 -3.475 -2.517
H -2.479 2.992 -1.323
H -1.910 -2.400 -2.189
H -0.384 -0.299 -3.756
H -2.954 -0.355 -1.727
C -0.862 4.138 5.231
C 0.423 3.905 4.723
C 0.649 2.842 3.840
C -0.420 2.023 3.461
C -1.706 2.243 3.964
C -1.925 3.305 4.850
Sb -0.075 0.447 2.030
C 1.732 -0.409 2.841
C 2.841 -0.577 1.998
C 4.067 -0.980 2.544
C 4.173 -1.247 3.916
C 3.047 -1.120 4.744
C 1.821 -0.699 4.202
C -1.769 -0.902 2.330
C -1.581 -2.058 3.089
C -2.634 -2.966 3.260
C -3.870 -2.730 2.643
C -4.061 -1.580 1.872
C -3.020 -0.645 1.738
H -1.036 4.969 5.919
H 1.259 4.546 5.009
H 1.660 2.657 3.464
H -2.535 1.590 3.681
H -2.928 3.479 5.241
H 2.772 -0.373 0.925
H 4.936 -1.077 1.891
H 5.132 -1.551 4.341
H 3.117 -1.337 5.808
H 0.954 -0.582 4.861
H -0.614 -2.263 3.561
H -2.494 -3.857 3.880
H -4.692 -3.442 2.775
H -5.023 -1.399 1.382
H -3.217 0.287 1.184

[4]
Here is a 2-piece molecular cluster, C4H10O overall from the OMol25 dataset. Energies are from ωB97M-V with the def2-TZVPD basis set.

The highest occupied orbital energy comes out at -11.10 eV. Its total energy is -233.3850 Ha. The net charge is 0. As for the spin multiplicity: 1.

Element x y z (Å)
C -1.047 -1.221 0.282
C 0.054 -0.797 -0.688
C 1.116 0.059 -0.003
C 0.677 1.342 0.666
O -1.747 1.229 -1.167
H -1.855 -1.715 -0.269
H -1.508 -0.282 0.591
H -0.703 -1.831 1.110
H 0.585 -1.512 -1.313
H -0.506 0.001 -1.302
H 1.799 -0.539 0.612
H 1.495 1.995 0.933
H -0.079 1.692 -0.087
H -0.015 1.201 1.498
H 1.736 0.378 -0.864

What is the formula in the second record?
C36H29MoNO7S

The highest net charge belongs to which entry?
C35H53CaNOP2Sb

Which formula does entry 4 have?
C4H10O